(1)
Density functional theory data (ωB97M-V/def2-TZVPD) for a cluster of 3 separate species, C33H72BFN6O8PS2 in total in a non-equilibrium geometry.

Structure (ORCA input):
```
! wB97M-V def2-TZVPD RIJCOSX def2/J DEFGRID3
* xyz 1 1
S -0.214 0.900 -0.869
S 1.842 -2.657 5.193
P 0.228 -0.050 4.136
F -0.857 -0.142 -1.843
O 0.800 1.039 4.927
O 2.618 8.047 -0.351
O 2.769 6.969 1.606
O -1.282 1.312 -0.028
O 0.455 1.853 -1.669
O 1.080 -4.024 1.208
O 1.553 -0.811 -3.135
O -0.814 2.733 2.718
N -1.981 -4.726 -4.161
N 1.556 -0.751 3.073
N 2.176 -3.976 -1.803
N -0.245 -2.293 2.834
N -4.601 5.551 -1.125
N 1.026 2.253 1.306
C -1.602 -5.354 -5.418
C 1.714 -1.552 -1.913
C 2.738 -2.669 -2.187
C 2.515 -1.429 4.065
C 4.303 -3.889 2.106
C -2.488 -2.315 -4.867
C -5.024 4.986 -2.394
C -1.669 -3.317 -4.041
C 4.207 6.274 -0.217
C 1.347 -5.239 5.567
C -2.485 -5.102 -6.647
C 2.486 5.039 3.060
C 3.325 1.232 3.031
C 0.918 -1.758 2.121
C 3.123 7.183 0.294
C -2.764 3.843 -0.597
C -3.306 -5.061 -3.664
C 1.985 5.783 1.823
C 0.249 -1.071 0.902
C 1.703 0.988 1.091
C 3.311 3.771 2.758
C 3.392 -3.024 1.200
C 1.016 -0.016 0.105
C -5.924 3.951 0.378
C -6.393 5.474 -2.844
C -5.529 5.381 -0.021
C 0.062 2.489 2.007
C 2.201 -4.339 4.664
C 2.861 2.574 3.623
C 2.115 -0.515 -0.864
C -3.205 5.295 -0.823
C -3.538 -6.558 -3.535
C 2.377 0.281 2.279
B 1.846 -2.960 1.542
H -2.779 -7.018 -2.899
H -6.131 3.326 -0.492
H -3.558 -2.507 -4.798
H 1.401 -4.909 6.602
H -0.753 0.270 3.199
H -7.190 5.142 -2.178
H 2.910 -2.663 -3.261
H 2.785 -0.640 4.763
H -2.931 5.891 0.053
H 1.959 5.152 0.934
H 3.083 -0.377 1.769
H -4.514 -6.739 -3.084
H 3.102 5.743 3.614
H 3.933 -4.912 2.146
H 5.081 6.381 0.423
H -2.316 -1.302 -4.493
H -3.547 -5.164 -6.409
H -0.573 -5.062 -5.646
H -5.155 3.463 0.975
H -3.530 -7.061 -4.501
H 2.583 1.296 0.525
H 1.613 -4.816 1.071
H 0.302 -5.133 5.275
H -3.409 -4.611 -2.672
H -6.614 5.079 -3.836
H 2.865 -4.709 -1.891
H -6.418 6.563 -2.899
H -0.606 -3.171 -4.278
H -2.614 5.707 -1.647
H 3.351 2.706 4.586
H 4.350 4.007 2.987
H -3.146 3.171 -1.366
H 4.434 -3.494 3.107
H 4.426 6.501 -1.252
H 3.880 5.238 -0.134
H -5.115 5.897 0.849
H 1.803 2.681 3.806
H 3.899 -2.068 1.062
H 0.750 -2.015 -1.694
H 1.629 4.813 3.694
H 3.429 -1.685 3.541
H -4.108 -4.634 -4.283
H 2.413 0.380 -1.411
H -0.053 -1.882 0.238
H 0.760 -1.104 -3.593
H -1.772 -3.046 -2.982
H -4.290 5.284 -3.147
H 3.248 -4.575 4.834
H -3.078 3.467 0.376
H 3.682 -2.528 -1.665
H -0.685 -0.626 1.246
H -2.292 -4.132 -7.102
H -2.200 -2.319 -5.916
H 1.653 -6.274 5.464
H -1.552 -6.432 -5.250
H -2.276 -5.857 -7.407
H 1.967 -4.578 3.631
H -0.956 -2.570 2.168
H 4.057 1.492 2.262
H -6.832 3.978 0.984
H -0.300 -1.032 4.963
H 3.435 -3.510 0.225
H 0.964 6.122 1.999
H -5.031 3.883 -2.385
H 1.361 -4.195 -2.360
H 3.256 3.522 1.698
H -6.441 5.931 -0.261
H 2.996 -0.846 -0.318
H 5.284 -3.956 1.640
H -0.017 -3.130 3.358
H -1.675 3.785 -0.628
H 3.942 0.702 3.752
*
```

LUMO level, hartree: -0.09274
Frontier orbital gap, eV: 6.7
F_max, eV/Å: 1.7

Atom charges from the Löwdin analysis, given in e for atoms 1 to 2:
1 S 0.681
2 S 0.981


(2)
Density functional theory data (ωB97M-V/def2-TZVPD) for a cluster of 12 separate species, C33H72Cl6N6O12S3 in total in a non-equilibrium geometry.

Structure (ORCA input):
```
! wB97M-V def2-TZVPD RIJCOSX def2/J DEFGRID3
* xyz 0 1
Cl 3.941 2.163 0.081
Cl 5.314 0.595 -2.078
Cl 3.387 -3.139 -5.874
Cl 2.304 4.487 2.003
Cl 0.489 6.562 3.157
Cl 4.260 -5.824 -5.200
S -2.162 -4.177 -3.742
S 0.320 1.304 4.382
S -2.199 5.349 -0.699
O 1.136 -1.323 0.702
O -0.199 -3.679 3.246
O 1.703 1.539 4.607
O -2.441 6.733 -0.904
O -3.624 1.508 -2.628
O -0.229 1.846 3.166
O -1.037 4.795 -1.292
O 6.157 -0.553 1.305
O -4.350 -2.135 0.997
O 1.005 2.637 -4.931
O -2.811 -3.411 -4.745
O -2.549 -5.578 -3.490
N 0.898 0.773 0.029
N -2.930 -0.341 -3.659
N -2.179 -1.798 1.387
N 1.623 -4.884 2.567
N 4.156 -0.863 2.314
N -0.183 4.488 -4.542
C 2.050 4.383 -3.616
C -1.627 -0.363 4.954
C 0.915 3.741 -4.390
C 1.682 -4.201 1.317
C -1.248 4.121 -5.381
C -0.730 -3.736 -1.503
C 5.362 -0.239 2.219
C 1.548 6.112 1.868
C 5.457 1.721 -0.718
C -3.164 -3.865 2.196
C -0.397 -4.325 -3.966
C -3.782 0.351 -2.957
C -3.314 -2.570 1.435
C 0.091 -4.582 -2.563
C 0.667 -4.491 3.549
C 1.679 -0.807 -1.586
C 1.314 -0.484 -0.160
C 0.835 -5.091 4.918
C -0.682 1.849 5.787
C -1.586 0.166 -4.014
C -2.254 -0.486 0.730
C -2.139 -3.406 -2.082
C -1.746 0.744 6.031
C -3.651 4.348 -1.044
C 0.673 1.712 -1.087
C -3.981 3.530 0.199
C 5.802 0.838 3.178
C -2.687 3.475 1.026
C -2.173 4.900 1.052
C 3.148 -0.788 3.371
C -5.048 -0.492 -2.722
C 4.634 -4.116 -5.174
C -0.181 -0.393 4.482
H -5.330 -0.465 -1.656
H -2.838 3.131 2.043
H -2.959 5.575 1.473
H -0.054 2.496 -0.809
H -4.253 2.555 -0.100
H -0.928 3.873 -6.426
H -1.959 -1.391 5.265
H 0.309 1.153 -1.951
H 5.503 -3.923 -5.801
H -2.292 -2.339 -2.148
H -2.795 1.106 5.944
H -3.106 0.119 1.208
H -3.248 -1.197 -4.151
H 2.160 -4.864 0.586
H 4.742 -3.785 -4.177
H -0.272 -5.168 -4.632
H 5.747 1.784 2.725
H -2.193 -3.960 2.651
H -2.605 -0.503 -0.266
H 1.049 6.106 0.946
H -0.139 -5.614 -2.384
H -1.148 5.188 1.375
H -0.193 -2.841 -1.115
H -3.960 -3.977 2.878
H 2.366 -5.459 2.861
H 0.783 1.123 0.959
H -0.024 -0.770 3.464
H -4.687 4.010 0.853
H 2.401 -0.097 -2.081
H -0.064 -3.409 -4.455
H -1.997 4.915 -5.503
H -1.309 0.021 0.827
H 1.821 5.416 -3.314
H 0.277 -5.965 5.044
H 4.038 -1.477 1.552
H -1.444 1.145 -3.630
H -5.878 -0.093 -3.344
H 5.927 2.635 -1.034
H 2.483 -1.610 3.264
H -1.503 0.187 -5.086
H 1.154 -4.413 -2.438
H -1.235 -2.202 1.604
H 2.056 -1.821 -1.643
H 2.848 4.496 -4.332
H 0.436 -0.942 5.196
H 0.029 1.855 6.623
H 5.993 1.193 0.034
H 2.301 3.701 -2.838
H 6.832 0.640 3.526
H -1.954 2.841 0.476
H -1.136 2.793 5.504
H -3.496 3.708 -1.902
H 2.109 -3.233 1.515
H 2.489 0.024 3.214
H -4.834 -1.516 -3.017
H 3.585 -0.898 4.390
H -2.957 -3.950 -1.579
H -4.431 4.989 -1.323
H 1.815 -5.451 5.075
H 0.805 -0.814 -2.242
H 2.437 6.797 1.858
H -0.893 -4.433 -0.695
H -1.524 0.426 7.117
H -0.221 5.260 -3.912
H -1.766 3.292 -4.963
H -3.162 -4.699 1.548
H 5.217 0.759 4.068
H 0.669 -4.014 1.022
H 1.580 2.150 -1.385
H -0.701 -0.420 -3.640
H -2.268 -0.018 4.106
H 0.528 -4.368 5.670
*
```

LUMO level, hartree: 0.00391
Frontier orbital gap, eV: 9.4
F_max, eV/Å: 4.3
Structure (SMILES): O=S1(=O)CCCC1.O=S1(=O)CCCC1.O=S1(=O)CCCC1.CNC(C)=O.CNC(C)=O.CNC(C)=O.CNC(C)=O.CNC(C)=O.CNC(C)=O.ClCCl.ClCCl.ClCCl

Atom charges from the Löwdin analysis, given in e for atoms 1 to 2:
1 Cl 0.562
2 Cl 0.537


(3)
Density functional theory data (ωB97M-V/def2-TZVPD) for a structure of composition C33H73F3IN3O8Si2 in a non-equilibrium geometry.

Structure (ORCA input):
```
! wB97M-V def2-TZVPD RIJCOSX def2/J DEFGRID3
* xyz 0 1
I 2.098 -0.663 -2.261
Si 0.364 -0.082 0.555
Si 0.452 0.894 3.345
F -3.275 3.388 3.640
F -2.015 5.031 3.137
F -2.602 3.642 1.628
O 3.748 -7.622 -1.650
O 0.657 -0.257 2.187
O 1.000 -9.598 -1.393
O 0.932 -6.534 -1.063
O -3.897 10.614 0.308
O -6.461 10.154 -1.320
O -1.123 3.084 3.177
O -4.441 7.586 0.283
N -4.854 -1.118 -3.177
N -6.058 -1.650 -1.274
N -3.781 -2.383 -1.494
C -4.865 -1.679 -2.036
C -1.455 -0.499 0.258
C 0.728 -7.342 -2.211
C 4.495 2.314 0.627
C 0.720 -2.769 -0.455
C 5.250 -2.504 0.000
C 1.992 2.377 0.060
C 4.797 -7.180 -2.477
C -2.233 3.774 2.909
C 3.943 -2.541 2.228
C 0.608 1.676 -0.030
C 5.356 1.923 -0.585
C -5.344 10.956 -1.651
C -3.569 6.485 0.140
C -1.285 1.651 3.257
C 6.358 -1.648 0.637
C -3.587 -1.781 0.998
C 1.417 -1.389 -0.358
C -4.098 8.409 1.381
C -7.680 10.852 -1.417
C 3.144 1.571 0.649
C 4.418 -3.320 0.999
C 6.329 0.738 -0.345
C -2.146 -1.370 1.321
C -3.722 -2.838 -0.109
C 5.934 -0.184 0.825
C -4.641 9.808 1.206
C -0.006 -3.127 -1.753
C -4.070 10.380 -1.078
C 0.072 -8.674 -1.929
C 0.382 -10.629 -0.661
C 1.970 -6.913 -0.175
C 3.363 -6.650 -0.699
H -4.518 7.985 2.305
H 1.172 -11.263 -0.264
H -4.027 -2.204 1.911
H -5.482 11.975 -1.266
H 3.519 -3.681 0.481
H -4.554 10.312 2.171
H 4.521 -6.264 -3.015
H -3.239 10.904 -1.555
H -0.612 -2.294 -2.121
H -6.156 -2.412 -0.622
H 3.394 -5.649 -1.150
H -4.180 -0.889 0.760
H -6.215 -0.762 -0.818
H 0.006 -2.863 0.367
H 7.263 -1.709 0.025
H 4.772 -2.211 2.861
H -0.336 -9.066 -2.871
H -4.594 -3.474 0.074
H 0.037 -6.768 -2.833
H 2.902 1.274 1.674
H -7.688 11.732 -0.763
H -3.993 9.318 -1.320
H -7.880 11.179 -2.444
H 5.711 -6.984 -1.903
H -2.908 -1.979 -1.800
H 5.035 2.119 1.557
H 1.655 -7.484 -2.771
H -5.698 9.771 0.930
H 3.271 0.651 0.067
H -1.856 1.296 2.392
H 1.478 -3.545 -0.291
H -0.148 2.319 0.444
H 4.304 3.395 0.596
H -5.240 11.012 -2.744
H -8.470 10.171 -1.106
H 4.568 -1.860 -0.577
H 6.363 0.137 -1.262
H -2.008 0.449 0.181
H 3.352 -1.662 1.941
H 4.672 1.643 -1.398
H -0.208 -10.229 0.172
H 2.285 2.697 -0.948
H 1.896 3.292 0.656
H -3.007 8.459 1.494
H 4.997 -7.969 -3.199
H -3.616 5.826 1.012
H -1.849 1.399 4.162
H 6.612 -2.060 1.621
H 4.972 -4.213 1.307
H 1.424 1.991 3.196
H 7.344 1.108 -0.171
H 3.295 -3.171 2.847
H 5.691 -3.187 -0.736
H -2.535 6.820 -0.002
H -0.762 -8.523 -1.231
H -2.168 -0.803 2.261
H -0.692 -3.958 -1.550
H -3.935 -1.207 -3.610
H -1.511 -0.952 -0.737
H 1.829 -6.281 0.706
H -1.565 -2.271 1.544
H 0.298 1.618 -1.084
H -2.858 -3.512 -0.049
H 0.624 0.253 4.661
H 4.061 -6.665 0.149
H 4.852 -0.171 0.960
H -0.276 -11.238 -1.292
H -3.888 5.935 -0.743
H 1.872 -7.956 0.136
H 0.676 -3.473 -2.532
H 5.909 2.792 -0.958
H 2.348 -1.529 0.203
H 6.369 0.201 1.755
*
```

LUMO level, hartree: 0.01007
Frontier orbital gap, eV: 9.2
F_max, eV/Å: 1.6

Atom charges from the Löwdin analysis, given in e for atoms 1 to 2:
1 I 0.951
2 Si 0.411


(4)
Density functional theory data (ωB97M-V/def2-TZVPD) for a cluster of 6 separate species, C33H75F6N4OP in total in a non-equilibrium geometry.

Structure (ORCA input):
```
! wB97M-V def2-TZVPD RIJCOSX def2/J DEFGRID3
* xyz 2 1
P 3.484 3.835 -3.415
F 4.838 3.209 -2.828
F 4.302 4.540 -4.614
F 3.286 2.475 -4.298
F 3.690 5.162 -2.492
F 2.113 4.446 -4.038
F 2.586 3.205 -2.209
O 0.363 -0.413 -0.899
N 3.422 0.292 5.085
N 1.162 -4.321 -0.435
N -0.436 2.058 -5.087
N -4.796 1.344 2.035
C 0.841 1.844 -5.839
C 2.844 -0.820 4.253
C 4.814 0.569 4.648
C -1.108 0.703 -5.151
C 1.316 0.438 -5.455
C 1.028 -4.405 1.064
C 2.509 1.454 4.753
C -1.144 -3.717 0.270
C 0.043 -0.330 -5.050
C -1.335 3.129 -5.645
C -0.120 2.299 -3.638
C 3.902 0.983 7.483
C 1.527 -5.722 -0.908
C 3.350 -0.070 6.568
C -2.847 1.564 0.684
C -6.783 -0.259 1.550
C 2.218 -3.330 -0.762
C 0.965 0.688 -0.318
C -5.578 0.537 1.020
C 2.459 -0.175 2.923
C 3.479 0.722 8.925
C -2.559 0.470 1.718
C -0.205 -3.635 1.466
C -7.266 -1.146 0.401
C -0.210 -3.858 -0.931
C 2.144 1.302 3.279
C 1.696 -5.834 -2.409
C -1.355 5.511 -6.595
C 1.837 -7.273 -2.896
C -3.760 0.458 2.672
C -5.756 1.988 2.989
C -3.977 2.386 1.303
C -0.667 4.491 -5.671
H -3.169 1.196 -0.288
H -2.326 -0.514 1.311
H -2.168 6.001 -6.051
H -2.189 3.091 -4.967
H -8.053 -1.805 0.775
H -1.664 0.647 2.317
H 2.107 -3.002 -1.794
H 1.903 -1.059 4.755
H 0.824 -5.402 -2.911
H 2.818 1.898 2.670
H -6.469 2.533 2.374
H 0.516 1.780 -6.884
H 0.406 3.248 -3.625
H 4.105 -0.068 9.352
H 2.433 -5.951 -0.348
H 3.611 1.997 7.181
H 0.387 4.431 -5.944
H 0.699 -6.350 -0.581
H 1.632 -0.711 2.462
H -0.614 4.918 -4.668
H 1.107 1.479 3.016
H -6.284 1.228 3.553
H 0.215 1.515 -0.247
H 4.815 0.931 3.623
H -0.171 -1.055 -5.832
H 0.945 -5.453 1.367
H 3.566 1.541 9.633
H 0.397 1.470 -3.166
H -7.726 -0.576 -0.405
H -4.898 -0.203 0.605
H 1.071 -7.941 -2.490
H -4.657 2.753 0.539
H 1.963 -4.135 1.557
H -3.575 3.155 1.958
H -1.722 5.090 -7.525
H -1.632 2.796 -6.639
H 3.839 -1.048 6.607
H 1.434 0.532 0.673
H -1.626 -2.745 0.156
H 1.564 2.636 -5.693
H 5.431 -0.324 4.731
H 2.493 -5.172 -2.757
H -1.977 2.199 0.526
H 2.137 -2.425 -0.163
H 1.724 1.161 -0.966
H 1.906 0.021 -6.266
H -4.247 -0.515 2.752
H -5.192 2.645 3.644
H -5.997 1.200 0.267
H -1.929 -4.467 0.361
H 0.135 -0.698 -4.031
H 1.660 1.369 5.430
H -1.872 0.562 -4.395
H -6.494 -1.825 0.041
H -0.052 -2.830 -1.279
H 1.756 -7.321 -3.976
H -3.533 0.791 3.682
H -6.582 -0.890 2.418
H 2.979 2.417 4.936
H -0.517 -4.460 -1.777
H 5.253 1.334 5.283
H -1.503 0.653 -6.165
H 3.188 -3.818 -0.673
H 0.105 -2.584 1.577
H 2.295 -0.313 6.707
H 2.466 0.316 8.944
H -0.663 6.345 -6.710
H -1.071 2.419 -3.113
H -7.572 0.441 1.827
H 4.986 1.082 7.389
H -0.539 -3.867 2.476
H 2.750 -7.694 -2.467
H 1.983 0.547 -4.600
H 3.479 -1.699 4.202
H 3.285 -0.239 2.214
*
```

LUMO level, hartree: -0.16121
Frontier orbital gap, eV: 5.7
F_max, eV/Å: 1.8

Atom charges from the Löwdin analysis, given in e for atoms 1 to 2:
1 P 0.157
2 F -0.151